Record 1
{"formula": "C37H87NO20P5", "method": "ωB97M-V/def2-TZVPD", "elements": ["H", "H", "H", "H", "C", "H", "C", "H", "H", "H", "H", "O", "H", "C", "O", "H", "H", "O", "H", "H", "H", "H", "C", "H", "O", "O", "H", "C", "C", "C", "H", "C", "P", "O", "C", "C", "O", "O", "H", "H", "H", "C", "O", "H", "P", "H", "H", "H", "H", "H", "H", "H", "H", "H", "C", "C", "C", "H", "H", "C", "H", "H", "C", "O", "H", "H", "H", "C", "C", "H", "P", "H", "H", "H", "H", "O", "H", "H", "H", "C", "H", "H", "H", "C", "C", "H", "H", "H", "C", "H", "O", "C", "H", "H", "H", "C", "O", "C", "C", "H", "O", "C", "P", "C", "H", "H", "H", "H", "H", "H", "C", "H", "C", "O", "O", "H", "H", "H", "H", "H", "H", "O", "C", "H", "H", "H", "H", "P", "H", "H", "C", "C", "H", "N", "H", "H", "H", "C", "H", "O", "C", "C", "C", "H", "H", "O", "H", "H", "O", "H"], "positions_angstrom": [[-3.980, 2.341, 3.660], [3.075, 4.843, 3.059], [-3.626, -8.048, -2.729], [-0.173, -0.744, 1.989], [2.525, 5.668, -8.534], [3.345, -0.868, -1.195], [4.926, 5.549, -3.163], [-2.342, 2.631, 2.979], [-4.433, -7.020, 0.051], [3.788, -2.224, -2.313], [-7.623, -9.145, -0.575], [-7.793, -8.328, -2.987], [-2.574, 1.772, 4.640], [-8.416, -8.700, -4.213], [-0.795, -5.012, 2.460], [-8.646, -10.781, -3.706], [-2.062, -7.093, 5.111], [5.445, 5.964, -5.726], [4.177, 8.260, 1.869], [-0.575, 0.802, -3.470], [1.329, 3.933, -0.323], [-1.973, -9.558, 2.206], [0.530, 1.284, 2.657], [-3.412, -7.553, 3.043], [1.010, 1.480, 1.318], [3.592, 7.243, 4.307], [-6.725, -8.136, 0.554], [-3.087, 0.469, 2.868], [-4.106, -8.167, -1.753], [3.598, 8.617, 3.919], [-8.146, -6.175, -0.109], [3.285, 6.707, -7.729], [-6.354, -7.504, -2.970], [-1.330, -7.175, 1.250], [3.731, 4.901, 2.185], [1.930, -1.125, -2.965], [-5.834, -8.125, -4.254], [0.100, 0.161, -0.413], [1.469, 6.353, -4.368], [2.556, 8.861, 3.689], [-1.710, -2.886, 1.076], [2.902, -1.694, -1.831], [-5.494, -8.446, -1.919], [0.018, 5.384, -4.113], [-0.301, 0.567, -2.059], [8.157, 8.797, 5.435], [-0.103, -2.238, 0.693], [-3.659, -9.037, -1.268], [-0.729, -0.799, -2.358], [-0.107, -8.369, 0.076], [-0.243, 2.066, 2.898], [-0.607, -3.827, 0.090], [2.237, 0.837, -1.900], [6.180, 8.929, 6.870], [0.894, 5.510, -4.754], [-7.681, -8.244, 0.037], [-0.050, 1.369, 0.360], [1.031, -0.740, 3.341], [-2.916, -1.240, 4.295], [-0.656, -3.146, 0.942], [-0.963, -10.521, 1.106], [6.040, 7.089, -2.131], [0.087, 4.775, 2.542], [3.193, 6.453, -6.334], [-1.846, -8.582, -0.124], [4.334, 6.746, -8.038], [-8.593, -10.463, -5.451], [5.185, 4.998, 2.605], [0.094, -0.208, 2.967], [-1.731, 0.750, -1.777], [-0.104, -6.474, 2.117], [-0.931, 0.423, 4.688], [-4.051, -6.231, 4.040], [5.344, 7.618, -3.675], [-2.097, -1.479, 2.710], [2.771, 4.215, -5.735], [-1.696, -5.488, 4.543], [-1.588, 2.803, -0.279], [4.301, 7.413, -2.281], [-2.943, 1.878, 3.581], [-7.113, -10.418, -4.475], [4.263, 9.958, 2.375], [5.500, 8.812, 2.889], [-1.055, -9.559, 1.614], [-0.108, -3.784, 2.204], [2.852, 7.695, -7.906], [-2.923, 0.560, 1.746], [4.635, 4.989, -2.269], [5.174, 6.999, -2.792], [-4.254, -6.038, -1.397], [-0.795, -7.070, 3.541], [0.227, 4.058, -0.124], [3.431, 5.785, 1.618], [8.524, 7.983, 6.968], [-4.997, 0.732, 2.469], [-3.887, -6.936, -0.892], [-6.939, -6.605, -1.666], [-7.989, -7.015, -0.792], [-8.177, -10.173, -4.483], [3.562, 4.014, 1.571], [3.847, 5.466, -4.088], [-1.059, -8.417, 0.613], [4.115, 5.229, -5.705], [-0.015, 4.483, 1.371], [2.080, 3.976, -3.785], [0.971, -3.935, 2.147], [5.825, 4.970, 1.721], [6.183, 7.196, 7.156], [-0.293, -3.121, 3.054], [2.389, -2.437, -1.146], [-2.263, -0.712, 3.532], [1.418, 1.509, 3.335], [-1.923, -6.499, 4.203], [5.651, 7.825, 5.239], [5.450, 6.228, 3.278], [1.028, -1.797, -3.085], [5.827, 5.074, -3.556], [2.523, -1.187, -3.935], [0.388, 5.246, 3.509], [2.503, 5.936, -9.592], [-9.489, -8.519, -4.103], [-0.223, 2.308, -1.850], [1.509, 0.374, -2.638], [1.499, 5.572, -8.172], [-8.071, -8.077, -5.040], [-0.252, 4.867, -0.747], [-8.924, -7.126, -1.343], [4.942, 6.380, 4.842], [2.991, 4.683, -8.439], [-1.007, 1.145, 0.923], [6.432, 7.964, 6.421], [4.433, 8.926, 2.694], [3.871, 9.252, 4.763], [-0.922, -0.360, 4.034], [1.605, 0.995, -3.587], [8.174, 7.046, 5.504], [-8.465, -8.400, 0.783], [1.706, 4.233, -4.776], [-0.221, -9.460, 2.316], [-4.500, 0.083, 2.999], [7.907, 7.942, 6.067], [-0.471, 2.692, -0.489], [-3.214, -6.543, 3.411], [-3.184, -5.880, 2.546], [-2.828, -6.798, -0.675], [0.692, -5.956, 0.931], [1.039, 3.415, -5.061], [5.463, 4.152, 3.241], [6.022, 5.525, 5.481], [0.556, 5.776, -5.758]], "total_charge": -1, "multiplicity": 1, "gap_ev": 4.39, "e_lumo_ev": -0.05}

***

Record 2
{"formula": "C37H89Cl4N3O19P4", "method": "ωB97M-V/def2-TZVPD", "elements": ["H", "H", "H", "H", "C", "H", "H", "H", "C", "H", "H", "C", "H", "H", "H", "H", "H", "C", "O", "C", "H", "H", "H", "C", "H", "H", "H", "H", "O", "H", "C", "O", "O", "H", "H", "O", "C", "H", "C", "H", "C", "H", "H", "Cl", "H", "H", "H", "N", "O", "H", "P", "O", "P", "Cl", "H", "H", "C", "H", "H", "H", "C", "O", "H", "H", "H", "H", "H", "O", "Cl", "H", "H", "C", "H", "C", "O", "H", "P", "C", "N", "H", "C", "H", "H", "C", "C", "C", "H", "C", "C", "P", "O", "H", "H", "H", "H", "H", "O", "H", "H", "H", "C", "O", "H", "C", "H", "O", "H", "H", "H", "H", "C", "H", "H", "N", "H", "C", "H", "H", "H", "H", "H", "H", "H", "H", "H", "H", "H", "H", "H", "H", "H", "C", "C", "H", "C", "Cl", "O", "H", "C", "H", "O", "O", "H", "C", "C", "C", "C", "C", "C", "H", "O", "H", "C", "H", "C", "O"], "positions_angstrom": [[-0.708, -2.966, -4.939], [-6.320, 2.895, -0.100], [3.103, -0.613, 1.044], [-0.496, 0.951, -8.904], [-0.520, -2.828, 7.870], [3.509, 2.302, 8.572], [6.844, -5.534, -6.240], [-3.308, 5.789, -2.308], [5.405, 0.306, 1.500], [-0.129, 3.872, 1.796], [-3.244, 4.500, -1.115], [4.077, 1.412, 8.312], [-4.723, -2.611, 3.125], [5.442, -5.035, -4.268], [2.834, -2.023, -8.070], [-2.018, 4.010, -3.288], [-0.531, -2.170, 5.807], [1.260, -2.745, -4.106], [-3.892, -4.688, 4.874], [2.096, 1.376, -3.621], [-1.182, 4.674, -8.102], [-1.157, -0.156, 10.470], [6.662, -3.784, -5.982], [2.939, 2.560, -4.055], [1.672, 2.766, 1.124], [-2.622, 1.541, 0.884], [-7.602, 0.126, -0.020], [3.647, 2.254, -4.829], [0.268, 0.612, 8.465], [-1.232, -3.199, 8.617], [-0.298, -0.091, -8.642], [2.745, -3.973, -7.397], [-0.957, 1.432, -4.155], [1.201, -1.688, -3.845], [-3.744, -1.885, 1.060], [2.855, 3.196, -0.478], [-0.119, -3.352, -4.110], [-2.118, -0.001, 4.996], [-0.821, 3.146, -6.682], [1.938, -3.184, -3.370], [-3.854, -1.958, 3.181], [-0.626, 5.417, 0.983], [-2.062, 1.049, 3.619], [-3.799, 4.278, -4.770], [5.561, -1.537, -1.331], [0.741, -1.265, -7.223], [6.266, -0.140, 2.004], [1.006, 4.402, 0.103], [-0.349, 0.061, -6.224], [0.507, 4.617, -7.599], [-3.354, -3.424, 5.347], [3.294, -1.422, -0.802], [1.035, 1.103, 7.165], [-5.851, 1.368, -1.842], [-1.500, 2.356, -7.018], [-8.074, 1.393, 1.084], [-1.428, 0.469, 4.295], [0.125, -3.698, 7.728], [4.544, -5.961, -5.417], [-1.003, 3.901, 0.259], [-3.094, 3.871, -3.180], [0.322, 2.506, -6.061], [-0.599, -3.252, -3.135], [5.808, -4.651, -7.284], [-1.896, -1.607, 6.806], [4.500, -2.470, -9.797], [-3.573, -3.423, 8.111], [1.256, 2.545, 7.105], [-5.408, 4.764, -2.032], [3.847, -0.709, 8.146], [-1.248, -0.609, -8.533], [-1.444, -0.476, -1.570], [-2.406, -0.971, -1.709], [6.033, -0.875, -0.611], [-4.319, -2.600, 6.303], [-0.958, 2.146, 5.538], [0.028, 1.200, -5.214], [1.896, 3.393, 0.252], [-1.511, 0.310, -0.341], [-2.949, 1.713, -0.890], [-3.628, 4.770, -2.097], [-2.467, -2.856, 1.785], [2.736, 0.608, -3.188], [-0.453, 1.330, 5.018], [3.480, -2.903, -8.003], [-4.424, -2.893, 7.683], [-1.029, 2.194, 8.498], [3.739, -0.853, 0.177], [6.137, -4.700, -6.245], [2.604, -4.155, -5.845], [-2.988, -2.351, 4.267], [4.648, 1.549, 7.397], [-3.558, 0.313, 0.006], [1.424, 0.360, -7.380], [0.307, 1.767, 4.371], [-6.525, -2.946, 8.245], [4.055, -3.931, -5.229], [0.012, -1.983, 8.302], [-4.175, -0.937, 3.395], [6.407, 0.022, -1.113], [5.023, -4.991, -5.278], [2.293, 0.160, 7.171], [6.862, -1.399, -0.132], [-1.374, 0.878, 10.184], [3.236, -3.678, -10.011], [1.966, -5.403, -5.451], [-4.464, -1.941, 8.221], [-6.034, -4.282, 7.191], [-1.372, 3.686, -5.915], [-1.235, 0.159, -2.431], [-1.052, 1.127, 8.734], [0.315, 5.219, -1.713], [4.292, -2.593, -7.337], [5.029, -0.492, 0.354], [1.358, 1.684, -2.880], [0.498, -0.210, -7.370], [2.040, 5.267, -1.507], [0.495, 0.043, 0.061], [4.749, -4.126, -9.251], [-7.755, 2.352, -1.037], [0.295, -0.514, -9.453], [-2.410, -1.058, 1.838], [2.695, 0.041, 9.224], [4.799, 1.262, 9.123], [-0.950, -0.288, 3.676], [-1.781, 0.638, 8.082], [-0.133, 3.370, -8.685], [-2.446, 0.976, 10.364], [5.670, 1.323, 1.195], [-5.603, -4.295, 8.881], [3.540, 2.940, -3.231], [-6.845, 2.046, -0.521], [-0.363, 4.006, -7.829], [-0.786, 1.504, 10.851], [-1.228, -2.448, 6.595], [-5.902, 0.639, 1.606], [1.886, -2.824, -5.409], [-0.689, -1.256, -1.486], [-3.044, -1.940, 1.899], [4.584, 0.384, 2.209], [0.232, 0.473, 5.973], [1.449, 0.742, -4.742], [1.028, 6.372, -0.564], [-5.718, -3.641, 8.014], [-0.412, 0.585, 0.374], [4.012, -3.328, -9.330], [1.104, 5.358, -0.961], [-7.237, 1.007, 0.504], [-0.233, 4.408, 0.859], [-0.046, -4.436, -4.233], [-1.994, -3.575, 6.128], [-3.244, 2.807, -3.016], [-2.740, 1.027, -0.065], [2.285, 3.325, -4.473], [3.212, 0.167, 8.270], [-0.384, 1.330, 1.349]], "multiplicity": 1, "gap_ev": 9.65, "e_lumo_ev": 0.47, "de_lowest_kcal_mol": 0.0}